Density functional theory data (ωB97M-V with the def2-TZVPD basis set) for a structure of composition C15H45F3HfN2O13S.

XYZ file:
```
80
Properties=species:S:1:pos:R:3:lowdin_charge:R:1
Hf -3.84412 3.99890 -0.91217 1.390
C 2.12889 1.16544 -0.93689 -0.063
C 0.99332 0.73575 -0.09027 -0.335
O -0.21811 1.34187 -0.41511 0.008
H 2.93322 0.43160 -0.98815 0.095
H 2.48157 2.11299 -0.52962 0.094
H 1.80996 1.18339 -1.97902 0.093
H 1.25193 0.89945 0.95588 0.121
H 0.84096 -0.31657 -0.33014 0.174
C -5.65010 -1.81670 2.96044 -0.614
F -6.37336 -2.21551 3.94605 0.207
F -4.46121 -1.31762 3.27130 0.143
F -5.49495 -2.81412 2.01648 0.111
S -6.61487 -0.24291 2.22600 0.588
O -7.07956 0.48418 3.39031 -0.208
O -5.67473 0.52091 1.37116 -0.290
O -7.79538 -0.71166 1.41688 -0.201
C 5.41503 -3.20163 7.43473 -0.079
O 4.69473 -2.41025 6.51380 -0.219
C 3.59888 -1.77657 7.07959 -0.231
C 2.81244 -1.10138 5.87157 -0.097
N 3.20775 0.36147 5.62342 0.007
C 4.62823 0.44012 5.61143 -0.187
C 5.05553 1.78371 4.92164 -0.192
O 6.12162 1.63853 3.98881 -0.175
C 7.30877 2.37182 4.34087 -0.079
H 6.28547 -3.62764 6.93579 0.097
H 4.78734 -4.04598 7.71965 0.092
H 5.66410 -2.59965 8.30862 0.094
H 3.90094 -1.12080 7.89618 0.122
H 2.95734 -2.49099 7.59547 0.120
H 1.73459 -1.18488 6.01065 0.112
H 3.08148 -1.63485 4.95991 0.121
H 2.74554 0.56513 4.74878 0.110
H 5.10719 -0.38106 5.07818 0.133
H 5.10531 0.44241 6.59147 0.136
H 5.37458 2.57236 5.60306 0.113
H 4.16625 2.29114 4.54777 0.111
H 8.14224 2.32691 3.63986 0.092
H 7.71314 1.99053 5.27853 0.094
H 7.06522 3.42725 4.46274 0.087
C -8.07361 -0.44099 -6.62454 -0.113
O -7.17325 -1.00803 -5.75700 -0.160
C -6.28281 -1.89809 -6.39493 -0.217
C -5.49815 -2.71707 -5.42043 -0.184
N -4.26206 -2.11893 -4.88467 0.024
C -3.81422 -2.98880 -3.78300 -0.211
C -3.05525 -4.24524 -4.15920 -0.171
O -1.98101 -4.05813 -5.11199 -0.165
C -0.86113 -3.46935 -4.52370 -0.117
H -8.91332 -0.01190 -6.07785 0.101
H -8.49939 -1.32637 -7.09669 0.093
H -7.59027 0.19115 -7.36945 0.099
H -5.68188 -1.29296 -7.07374 0.136
H -6.78166 -2.62230 -7.03897 0.128
H -5.43648 -3.69413 -5.89966 0.134
H -6.06483 -2.91400 -4.51039 0.128
H -3.51609 -2.28185 -5.54580 0.110
H -4.62047 -3.14162 -3.06556 0.127
H -3.21022 -2.25535 -3.24884 0.112
H -3.81853 -4.92289 -4.54167 0.129
H -2.64268 -4.68353 -3.25047 0.124
H -0.78091 -3.88576 -3.51957 0.086
H -1.00833 -2.39176 -4.45145 0.084
H 0.10940 -3.64621 -4.98727 0.098
O 6.45675 2.84500 -4.04961 -0.043
H 6.29469 1.97371 -3.68793 0.027
H 6.49654 3.41885 -3.28453 0.023
O -3.08831 4.18856 2.98132 -0.111
H -2.22535 4.39850 3.33836 0.036
H -3.69826 4.39925 3.68829 0.044
O 3.71109 4.87334 -5.90751 -0.047
H 3.32690 5.41928 -5.22151 0.019
H 4.08718 4.12829 -5.43883 0.015
O 5.71559 5.03491 -0.57769 -0.047
H 5.65811 4.89068 0.36683 0.028
H 4.86438 5.40175 -0.81668 0.025
O -1.57719 4.06753 -4.14305 -0.116
H -1.72531 4.19950 -5.07947 0.045
H -0.74684 4.50987 -3.96675 0.033
```

Calculated values
HOMO level	-12.79	eV
multiplicity	1
energy	-2430.5441	Ha
net charge	+2
HOMO-LUMO gap	1.52	eV